51
Properties=species:S:1:pos:R:3:forces:R:3:nbo_charge:R:1 method="wB97M-V/def2-TZVPD" lumo_energy_ha=0.0071 e_homo_ev=-5.709 de_lowest_kcal_mol=170.1 gap_ev=5.9
H -1.80523 -2.21908 -0.48508 -0.0617 -0.1298 -0.2601 0.233
C 0.84574 2.09914 -4.24724 -0.0130 -0.0302 0.0660 -0.220
C 0.24858 4.37964 -2.78755 -0.0347 -0.0020 0.0305 -0.211
H -2.08134 1.84604 -3.60657 -0.0349 0.0320 -0.0444 0.219
C 3.53086 -1.49057 -3.28886 -0.0649 -0.0069 -0.0266 -0.141
C -3.68656 0.48404 -4.01028 -0.0618 -0.0638 -0.0193 -0.226
H 0.78951 0.69418 4.02351 -0.1998 -1.7994 0.5887 0.257
C -2.05120 -1.46978 -2.91556 0.0690 0.0423 -0.1490 -0.189
H -1.41752 -2.24014 -2.49608 0.0297 0.0043 -0.0747 0.227
H 1.68364 -2.71864 -5.84624 -0.0038 0.0183 0.0206 0.219
C -4.13409 -0.82758 -3.93333 0.0625 0.0645 0.0333 -0.189
Cl 1.91963 1.37083 0.15219 0.4889 0.3730 -0.6294 -0.620
H 2.79390 -0.19574 -1.74528 0.0321 0.0294 0.0910 0.259
C 1.12017 -1.64766 1.05770 0.2391 -2.0445 -2.7597 -0.418
H 0.84642 -2.62784 -0.91794 -0.1108 -0.2795 -0.2627 0.237
Ga 0.00378 0.01305 -0.02591 1.0866 1.0792 0.5059 1.228
H 3.99000 -2.77960 -4.94610 -0.0304 0.0208 0.0204 0.218
H -0.96255 -0.35332 4.06867 1.9251 -0.8514 0.1648 0.215
H -3.65203 -2.83150 -3.32486 0.0130 0.0228 0.0071 0.221
H 0.02051 5.26644 -2.21039 0.0079 -0.0118 -0.0077 0.222
C 0.39773 -2.15330 -0.06515 0.1800 -0.6029 -0.8153 -0.397
C 3.22373 -2.20415 -4.44071 -0.0526 0.0430 0.0187 -0.211
H 2.16920 -1.58612 1.16356 0.7424 0.2083 0.0737 0.248
H -0.05400 -1.41041 -4.70758 -0.0419 -0.0072 -0.0234 0.227
C -0.99406 -1.93661 0.15644 -1.1587 -1.2103 0.0547 -0.435
C 1.04983 3.35279 -4.80611 -0.0308 -0.0089 0.0798 -0.200
H -4.32326 1.25186 -4.43006 0.0010 -0.0062 -0.0080 0.220
C 1.93122 -2.17140 -4.94521 0.0000 0.0452 0.0580 -0.213
C 0.04195 3.12789 -2.22417 -0.0070 -0.1897 -0.2041 -0.184
H 4.53916 -1.50197 -2.89492 -0.0268 0.0036 0.0092 0.212
C 0.75227 4.49635 -4.07628 -0.0269 -0.0961 0.0357 -0.189
H -0.34809 3.04303 -1.22199 0.0275 0.0116 0.1783 0.232
C 0.94674 -1.43290 -4.29903 -0.0813 0.0282 0.1278 -0.210
C -1.17282 -1.32134 1.42920 0.4700 -4.2812 -3.0467 -0.232
C -2.42221 0.82163 -3.54821 0.0532 -0.0968 0.0647 -0.128
H -5.12068 -1.08816 -4.29614 0.0306 0.0097 0.0092 0.219
P 0.01080 0.31587 -2.26646 -0.2438 0.0407 -2.0602 0.922
H 1.09243 1.21628 -4.82175 0.0064 -0.0090 -0.0050 0.226
H -2.05515 -0.93843 1.85483 -0.7229 0.3180 0.5055 0.240
C 2.54966 -0.75834 -2.63642 -0.0361 0.0233 0.0148 -0.219
C 1.24392 -0.72649 -3.13214 0.1780 -0.0968 0.0718 -0.346
C -0.05453 0.11122 3.54454 -1.4542 4.5479 5.3567 -0.580
C -1.58928 -0.15281 -2.99971 -0.2292 0.0306 0.0466 -0.393
H -0.58758 0.98018 3.54532 -1.9784 3.7692 -0.5909 0.213
O -0.01619 0.18838 1.93480 0.5529 5.0540 -0.3055 -0.736
H 0.46560 -0.73297 2.98826 1.8903 -5.0369 1.3157 0.244
C 0.33612 1.97522 -2.95345 0.0564 0.1835 0.1731 -0.266
C 0.16366 -1.28079 1.93909 -1.4762 0.8494 1.5413 -0.032
H 0.91497 5.47515 -4.51076 0.0013 -0.0297 0.0297 0.219
C -3.31196 -1.80521 -3.38586 0.0485 0.0423 -0.0198 -0.212
H 1.44879 3.43303 -5.80932 -0.0098 -0.0040 0.0191 0.218

59
Properties=species:S:1:pos:R:3:forces:R:3:nbo_charge:R:1 method="wB97M-V/def2-TZVPD" lumo_energy_ha=0.1215 e_homo_ev=-0.031 charge=-2 gap_ev=3.3
C 0.73752 -2.65618 -2.14196 -0.0783 0.1106 -0.1393 0.171
C -0.55075 -1.93569 -4.43913 0.0148 -0.0480 0.0061 -0.257
C 0.66578 3.63963 -3.62237 0.0684 0.0873 -0.0217 -0.305
C 1.77066 -1.07148 2.18928 -0.1428 0.2763 -0.1998 0.148
H -3.36309 -1.54049 1.88581 -0.1231 0.1225 -0.0627 0.451
H -4.69656 0.64177 -0.40076 0.0755 0.0590 0.0127 0.402
C -5.29081 -0.68938 1.59608 -0.0707 -0.0731 -0.1067 -0.427
C 1.51611 3.47123 -2.45834 -0.0548 -0.2098 0.0904 -0.025
C 2.36341 -4.02540 -0.76279 0.1604 -0.1982 -0.0583 -0.250
H 1.92481 2.43574 -0.60999 -0.1129 0.0491 -0.1521 0.176
H 3.78171 5.92153 -3.38125 -0.0050 -0.0237 0.0252 0.192
Na -0.52068 -0.55433 0.09064 0.7097 0.7433 0.0791 0.901
C 0.37857 -3.64061 -3.05222 0.0135 -0.1956 -0.0184 -0.241
C 0.94165 4.54550 -4.62370 0.0565 -0.0819 0.1443 -0.227
H 0.59081 -4.68101 -2.83750 -0.0128 0.0293 -0.0436 0.208
C 3.06606 -4.15608 0.42664 -0.0097 -0.0390 -0.0091 -0.168
C 2.07094 5.36321 -4.55085 0.0063 -0.0185 0.0035 -0.186
C 2.23832 -1.08029 3.48703 0.1407 -0.0621 0.1447 -0.225
N -4.22558 -0.11958 -0.87531 -0.0953 -0.1007 0.0232 -0.857
Se -1.99823 0.40382 4.65936 0.2871 0.1354 0.1785 -0.164
H 2.43318 0.07753 5.28383 0.0027 0.0073 0.0231 0.206
C 2.91514 5.27042 -3.44173 -0.1110 -0.1360 0.0485 -0.227
C 2.08059 0.06332 4.26102 -0.0188 -0.0804 -0.0266 -0.165
O -2.33409 -1.31193 -0.37588 -1.1724 -0.1428 -0.1402 -0.803
C 2.65456 4.36911 -2.43275 -0.0492 0.0864 -0.1316 -0.302
H 2.52703 -4.71461 -1.58195 -0.0116 0.0278 0.0377 0.210
H 0.39948 1.88602 -1.51570 0.0410 0.1181 -0.0267 0.164
Se -2.69563 2.27026 1.33489 0.1897 -0.1363 -0.0679 -0.769
H -0.23262 3.02867 -3.69095 0.0763 0.0616 -0.0171 0.181
H -5.32331 0.39943 1.65736 0.0420 0.0648 0.0563 0.213
N 0.44535 -1.36963 -2.33793 -0.1604 -0.0257 -0.1291 -0.400
C 0.94940 1.06497 2.42141 0.0724 -0.0768 -0.1104 0.088
C -0.28110 -3.27293 -4.21490 0.0681 -0.0888 0.0495 -0.172
Se -2.22607 -1.85780 4.14496 -0.0366 -0.2440 -0.2279 -0.779
C 2.88672 -3.23423 1.44162 0.0498 -0.0701 0.0181 -0.235
H -6.07346 -1.03524 0.91129 0.0524 -0.0221 0.0367 0.174
H 3.45270 -3.30740 2.36057 -0.0337 0.0061 -0.0362 0.214
H 2.70700 -1.96215 3.90524 -0.0152 0.0328 -0.0215 0.202
H 3.77603 -4.96392 0.55152 -0.0078 -0.0302 -0.0049 0.206
C -0.17491 -1.02430 -3.46252 0.1135 0.2180 0.1216 0.066
H -0.57744 -4.02545 -4.93511 -0.0036 -0.0066 0.0041 0.206
H -0.35847 0.04016 -3.59195 0.0009 -0.0966 0.0567 0.216
Cl 2.43057 6.50762 -5.85285 -0.0154 -0.0256 0.0416 -0.129
C 1.26857 2.53879 -1.47269 0.1490 0.0546 -0.0806 -0.676
H -5.48061 -1.08664 2.59044 0.0384 0.0381 0.0063 0.227
H -3.66422 0.23006 -1.63355 0.1128 0.0536 -0.0591 0.386
H -1.04271 -1.60637 -5.34472 -0.0103 0.0384 0.0509 0.216
C 1.98775 -2.19334 1.23194 -0.0701 0.1779 -0.1227 0.211
C 1.48912 -2.95762 -0.88991 -0.0002 0.0921 0.0812 0.189
Se -3.48674 1.72376 3.46740 -0.2923 0.1167 0.0438 -0.163
H 1.29496 2.06101 4.29416 -0.0734 0.0032 -0.0191 0.224
H 0.39162 1.88351 1.97149 -0.0055 -0.1006 0.0581 0.244
N 1.31631 -2.08431 0.09033 -0.1114 -0.1663 0.1123 -0.422
C -3.44435 -0.86867 -0.01170 0.0004 -0.3034 -0.1456 0.820
N 1.11903 -0.01817 1.66851 0.1228 0.1809 0.5808 -0.460
C 1.44464 1.15839 3.71989 -0.0034 0.0019 -0.0278 -0.224
H 0.27790 4.63255 -5.47872 -0.0008 -0.0157 0.0368 0.193
H 3.32026 4.32669 -1.57463 -0.0200 -0.0005 -0.0613 0.185
N -3.99667 -1.17007 1.16751 0.2631 -0.1741 0.0963 -0.633

68
Properties=species:S:1:pos:R:3:forces:R:3:nbo_charge:R:1 method="wB97M-V/def2-TZVPD" lumo_energy_ha=-0.0942 e_homo_ev=-7.724 de_lowest_kcal_mol=290.9 gap_ev=5.2
H 0.76824 1.24277 -2.01629 0.1330 -0.2135 0.1531 0.256
H -4.76281 0.18595 -1.23556 1.1898 -0.1876 2.3212 0.255
C 3.31446 2.92159 -3.07534 -0.4371 -0.7699 0.5677 0.235
C 3.85474 -0.58418 1.52225 -3.0751 0.7698 0.0851 -0.056
H 5.64464 1.06856 -1.52313 -0.1136 0.1011 0.0219 0.281
S -7.12470 -1.84136 1.34364 -2.8224 -4.4176 0.8080 2.208
C 5.38589 1.90854 -2.17261 0.5167 0.0345 -0.0028 -0.427
C 1.35770 0.63892 1.88855 1.3490 -1.8016 -0.9763 -0.133
H 0.14963 2.81702 -3.96396 0.2880 0.0023 0.0539 0.226
H -0.32854 5.16320 -3.23820 0.1259 -0.1148 0.0472 0.235
C 0.96240 3.48376 -3.65605 -0.3028 0.2471 -0.1620 -0.212
H 3.94981 -3.38474 -0.85482 -0.1060 0.6335 2.6372 0.281
O -1.78680 -1.72375 1.30460 4.2727 6.8621 -1.6371 -0.527
F -4.59854 -1.62533 2.32147 -3.6650 3.8603 -1.5437 -0.287
H -1.45306 -4.62065 0.55783 2.6978 0.4291 0.3534 0.292
C 1.46674 -1.97938 0.57487 2.3872 4.3987 3.0601 -0.311
O 6.37913 -0.48305 0.76963 -5.1207 0.0927 3.9473 -0.715
C -5.74841 -0.73646 1.92316 2.0600 1.6366 4.5774 0.465
C 3.69558 -4.42277 1.23155 4.4819 -3.6578 2.1342 0.412
H -2.50271 1.07836 -1.39233 -0.9475 -0.0144 2.3793 0.238
H 2.55122 -4.71300 1.40700 2.3390 0.8342 -0.4141 0.141
C -0.30886 -4.57738 0.88197 -1.0478 -0.7109 1.3313 -0.844
F -8.35185 -2.95983 0.90095 2.6319 2.4357 0.8064 -0.400
C -1.68398 0.87434 0.72361 1.9412 3.2152 1.8908 -0.115
F -4.60807 1.48920 1.83996 -2.3718 -2.6847 -1.9782 -0.361
H 0.00441 4.13600 -1.82960 0.0105 0.0696 -0.1073 0.229
H 5.24900 -2.90502 0.42803 -2.3563 0.0119 0.1200 0.303
F -8.34585 -0.65265 1.50352 2.9702 -2.2051 -0.7475 -0.419
H 0.13685 -5.68089 0.81813 -0.6186 2.7381 0.0299 0.278
C -1.06109 -0.62816 1.07072 -1.6609 -3.4641 1.0516 0.542
O -1.40557 3.47099 1.14729 -1.1604 -3.5855 1.6302 -0.707
F -5.97225 -3.14980 1.29083 -2.8979 2.3433 -0.6358 -0.439
O 0.53155 2.61594 3.46670 -1.1914 -4.5709 -7.2345 -0.485
F -7.40466 -2.28914 3.01007 0.4387 0.8604 -3.5947 -0.436
N 3.94051 1.99044 -2.33990 -0.6960 0.2806 -0.2184 -0.286
H 3.51325 1.64869 2.57629 -1.1633 -2.0996 -0.9913 0.287
O 5.90635 -0.40803 3.21500 -3.2688 -0.2569 -8.0400 -0.724
C -4.17724 0.09755 -0.19866 -1.5093 0.3353 -1.1222 -0.476
H 1.39253 3.92485 -4.56162 0.0054 -0.2122 0.1582 0.220
C 0.60831 -0.67360 1.17129 2.1453 0.0953 0.0694 -0.078
C 0.44027 4.56946 -2.73545 -0.0574 0.1508 0.3072 -0.621
C 2.98466 0.72878 2.08187 -2.5275 -4.1025 -2.0691 -0.132
C -2.94068 1.16857 -0.28522 0.6448 -0.2803 -0.4174 -0.441
F -6.86662 -1.55124 -0.31971 -0.4366 -0.1206 3.4125 -0.438
H -0.29475 -4.14500 1.97005 0.1690 -0.8674 -2.0903 0.268
S 0.59287 -3.41046 -0.27777 -2.1527 -0.8911 -6.8243 1.922
C 0.33662 1.87379 2.37130 0.7897 1.8087 3.6233 0.497
F -6.20907 -0.11325 3.22050 1.3892 -1.9565 -4.3082 -0.308
C 1.77708 1.57540 -2.19193 0.4539 0.4262 -0.2000 -0.059
O 1.49963 -4.27817 -1.18257 -1.5190 2.6496 3.8297 -0.892
N 1.99620 2.68396 -2.99501 0.5920 -0.1806 -0.1703 -0.285
C 3.00330 1.14005 -1.77771 0.0435 0.5045 -0.3818 0.020
C 5.49823 -0.47799 1.77896 4.9622 -0.1017 3.1126 0.685
H 3.33297 0.32976 -1.14958 -0.2017 -0.0983 0.1113 0.271
C -0.99215 2.06089 1.37127 -1.0539 -2.4051 -1.2624 0.250
H 3.78868 3.72226 -3.63205 -0.1371 -0.2358 0.1444 0.242
H 5.74400 2.83887 -1.72347 -0.0023 -0.2287 -0.0328 0.229
H 5.84871 1.76652 -3.15277 -0.0323 0.0012 0.1923 0.223
C 4.10302 -3.09880 0.29398 -0.6281 -0.8296 0.4563 -0.567
H -3.30591 2.30247 -0.20710 0.8078 -2.7314 0.1114 0.258
C 3.12251 -1.88328 0.79152 -0.9852 2.0023 0.5663 0.033
C -5.32741 0.50060 0.94827 2.3491 2.4057 -0.4916 0.659
O -0.50991 -2.80686 -1.23264 3.3765 -1.0708 3.9940 -0.915
H -2.32301 3.53055 1.59336 1.9969 -0.0200 -0.9615 0.501
H -3.86064 -1.02778 -0.11377 -0.3946 2.3388 0.2001 0.289
O 4.62594 -5.22489 1.79290 -5.8851 5.2677 -3.6843 -0.520
H 1.24939 5.23913 -2.42701 -0.1235 -0.0532 -0.0683 0.218
F -6.45187 1.26918 0.35894 3.1115 -2.7018 2.0719 -0.329

59
Properties=species:S:1:pos:R:3:forces:R:3:mulliken_spin:R:1 method="wB97M-V/def2-TZVPD" spin_multiplicity=4 lumo_energy_ha="-0.3593 / -0.3906" e_homo_ev="-16.082 / -16.528" charge=+3 s_squared=3.839 gap_ev="6.3 / 5.9"
Se -0.11026 -2.44175 -0.85938 -0.1975 0.1654 -0.0956 0.138
C 0.57486 0.67356 3.18940 -0.0258 -0.0980 -0.2686 0.036
C -2.90576 4.28553 -0.03119 -0.3219 0.0130 -0.0119 -0.033
N 0.41706 -5.20187 -1.23604 -0.0466 0.3331 0.1260 0.012
H 0.64136 -7.33897 -1.09619 0.0072 0.0535 -0.0684 0.001
H -0.81220 -0.78042 6.26867 -0.0079 0.1605 -0.0135 0.000
C 1.22971 2.39978 0.09802 0.6053 0.2456 -0.0288 0.021
H 5.03112 -1.25519 0.03139 -0.0393 -0.0335 0.0171 0.002
C -1.28497 2.46711 0.12366 -0.6818 0.3340 -0.0001 0.023
H 4.98641 3.53948 -0.14329 0.0045 -0.0280 -0.0190 0.001
N -0.46104 -0.67645 4.33078 -0.0626 0.2100 -0.3874 0.018
H 2.62951 -1.83374 0.22901 -0.0412 0.0081 -0.0407 0.002
C -0.34219 -4.14558 2.09576 -0.0949 0.1310 0.1382 0.003
H 3.15696 5.19368 -0.16995 -0.0110 -0.0058 0.0062 0.000
N -0.69879 -1.07737 3.12384 -0.0535 -0.0433 0.3178 0.009
N -0.04106 1.83775 0.18563 0.1166 -0.9614 0.0540 0.284
H -5.24595 -1.00723 -0.12866 0.0404 -0.0357 0.0126 0.002
C 3.95355 3.22317 -0.07999 -0.1290 0.1361 0.0038 0.120
C -1.58934 3.82432 0.07402 0.3196 -0.3091 0.0749 0.111
C -2.39488 1.56165 0.09066 -0.0051 0.3169 -0.0271 0.012
C 0.64467 -4.99469 -2.66122 0.0353 0.1168 -0.3830 0.002
H -2.87836 -1.70071 0.12012 0.0434 0.0061 -0.0288 -0.001
H -0.22859 -4.53289 -3.11827 -0.0254 -0.0389 0.0446 0.002
C 4.28567 -0.47367 0.05713 0.0757 0.1009 0.0130 -0.009
C 3.64523 1.84707 0.01032 -0.0677 -0.0702 -0.0031 -0.018
H -4.97755 3.78435 -0.17685 -0.0055 -0.0248 -0.0123 0.001
H -3.07813 5.35232 -0.07139 0.0131 -0.0063 0.0108 0.000
Re -0.09389 -0.20687 0.29668 0.1402 0.3421 0.3648 2.076
C -4.76014 1.08081 -0.10865 0.1130 -0.1168 0.0264 0.040
C -3.14219 -0.65347 0.07290 -0.0761 -0.1593 0.0251 -0.031
H 0.47584 -3.49734 2.40280 0.0571 -0.0342 -0.0204 0.001
H 0.09296 -6.84930 1.54982 0.0039 0.0084 -0.0088 0.001
H -0.83293 4.58163 0.12984 0.0602 -0.0007 -0.0016 -0.003
H 0.82630 -5.95204 -3.13933 -0.0109 -0.0539 0.0992 0.000
H -1.71790 -1.89560 5.29621 -0.1124 0.1250 -0.1701 0.000
N 0.31760 0.38226 4.44110 -0.0409 0.0063 0.3144 -0.005
C -3.72022 2.02853 -0.02985 0.0816 -0.0619 0.0080 -0.022
H 1.50888 -4.35197 -2.81786 0.0120 -0.0248 0.0669 0.000
N -0.90496 -1.31286 5.41672 0.1313 -0.5558 0.4329 0.013
C 2.93529 4.13817 -0.09125 0.2923 0.0011 -0.0028 -0.033
C 1.59814 3.74029 -0.00866 -0.3150 -0.2538 0.0373 0.110
C 0.13591 -4.23472 -0.34500 0.0618 -0.2206 0.2101 0.016
H 5.68342 1.14070 -0.09549 -0.0030 0.0203 -0.0088 0.001
N -0.01883 -4.82053 0.85230 0.0150 0.1574 -0.1447 0.010
C 4.64250 0.85257 -0.01534 -0.1122 -0.0704 0.0302 0.041
C 2.29650 1.44315 0.10656 0.0574 0.2887 -0.0265 -0.004
N -2.13145 0.21568 0.14885 -0.0041 -0.0480 -0.1419 -0.019
C 2.94105 -0.80116 0.16101 0.0720 -0.1310 0.0571 -0.027
C 0.16804 -6.17323 0.71581 0.0654 -0.2003 -0.1510 0.012
H 1.19119 1.50150 2.88091 -0.0187 -0.0141 -0.0560 -0.003
C -4.46687 -0.26184 -0.06109 -0.0965 0.1293 0.0151 -0.014
N -0.03037 -0.20637 2.36911 0.0769 0.2100 -0.5327 0.017
H -0.51123 -4.89754 2.86082 0.0151 -0.0143 -0.0066 0.000
H -5.78414 1.41815 -0.21099 0.0036 0.0232 -0.0062 0.001
H 0.87165 4.52765 -0.03198 -0.0534 0.0089 -0.0271 -0.004
C 0.43904 -6.40983 -0.59159 -0.0234 -0.1958 0.2961 0.009
H -1.24286 -3.54620 1.97684 0.0083 -0.0439 -0.0459 -0.001
C -3.96281 3.41938 -0.08864 0.1482 0.1311 0.0121 0.107
N 1.96843 0.11400 0.18724 0.0067 0.0716 -0.0752 -0.032